# 1
{
  "formula": "C31H54N3OP2Re",
  "method": "ωB97M-V/def2-TZVPD",
  "species": ["C", "H", "H", "H", "H", "C", "H", "C", "H", "H", "H", "C", "N", "C", "C", "H", "H", "H", "H", "H", "O", "C", "H", "H", "C", "H", "C", "C", "H", "H", "Re", "C", "H", "C", "H", "H", "H", "H", "C", "H", "P", "H", "H", "H", "C", "H", "N", "H", "C", "C", "H", "H", "H", "H", "H", "H", "H", "C", "H", "H", "C", "H", "H", "C", "H", "H", "C", "H", "C", "C", "N", "C", "C", "H", "H", "H", "C", "H", "C", "C", "C", "H", "H", "H", "H", "C", "H", "C", "H", "C", "H", "P"],
  "positions_angstrom": [[2.198, -1.391, -3.216], [-5.062, 1.163, -1.767], [-3.026, -1.234, 1.603], [3.571, 1.086, 3.775], [-2.833, 3.250, 0.293], [-3.252, 1.382, 2.378], [3.113, 0.654, -4.478], [0.836, -2.635, 0.431], [1.759, 1.047, -5.566], [-4.031, 1.907, 2.952], [1.605, -1.782, -2.383], [0.402, -1.430, -4.878], [0.251, 0.411, -1.930], [3.446, 0.891, 0.467], [-3.058, 0.269, -1.906], [-3.144, 0.385, 2.821], [2.962, -2.665, 0.655], [2.711, -0.424, -5.796], [2.867, 0.081, 5.038], [-2.773, -4.019, 0.539], [-0.405, 3.508, -0.044], [2.712, 0.457, 4.016], [4.981, 0.607, -1.023], [5.067, 2.210, 0.972], [-2.510, -1.017, -2.539], [3.556, -0.422, -1.246], [-2.592, 1.523, -2.670], [1.474, -1.647, 3.695], [-2.315, 1.924, 2.515], [1.809, 1.069, 4.007], [-0.081, 0.445, -0.072], [-0.088, 2.293, 2.898], [-5.027, -0.609, -1.436], [-1.518, -2.299, 0.467], [-0.895, 3.270, 4.571], [3.855, -2.441, 2.474], [-2.959, -1.915, -2.094], [-4.822, 0.012, -3.076], [2.263, 0.244, -5.041], [-3.069, 1.509, -3.663], [2.047, -0.308, 1.280], [0.976, -1.972, -5.641], [3.614, 2.640, -0.782], [-2.744, -1.011, -3.614], [-0.666, -4.550, 0.207], [1.664, -1.775, 4.771], [-0.280, -1.793, 0.370], [0.600, 3.993, 3.917], [4.227, 0.002, -0.491], [2.579, -0.761, 3.106], [4.754, -0.936, 2.745], [-1.425, -1.102, -2.446], [1.492, -4.671, 0.051], [1.457, -2.642, 3.242], [4.739, -0.833, 0.002], [4.127, -1.853, 4.125], [3.016, -0.787, -2.826], [0.460, 0.440, -3.137], [-2.885, 2.447, -2.153], [-0.040, -2.181, -4.209], [-1.752, -3.683, 0.441], [-0.867, -5.601, 0.022], [4.950, 0.840, 2.082], [-0.345, 3.496, 3.640], [-1.510, 1.540, -2.828], [2.651, -2.245, -3.739], [-0.301, 2.327, -0.115], [-0.394, -0.864, -5.372], [-4.584, 0.209, -2.019], [4.356, 1.552, 1.501], [0.077, 1.265, 2.338], [3.906, -1.541, 3.093], [-5.098, 0.672, 0.951], [-4.298, 2.786, -0.618], [2.223, 2.712, 0.312], [-4.440, 3.330, 1.058], [2.061, -2.086, 0.869], [0.488, -1.183, 3.579], [0.619, -4.031, 0.192], [-3.703, 1.323, 0.915], [2.809, 2.038, -0.326], [-3.561, -1.787, 0.007], [3.782, 2.199, 2.177], [-0.944, 4.207, 3.042], [2.175, 1.674, -1.144], [1.329, -0.515, -4.105], [-5.677, 1.197, 1.724], [-2.708, -1.356, 0.551], [-5.065, -0.389, 1.229], [-3.811, 2.752, 0.363], [-5.665, 0.784, 0.026], [-2.395, 0.363, -0.105]],
  "lowdin_spin": [0.014, 0.000, 0.001, 0.000, 0.000, 0.000, 0.000, 0.012, 0.001, 0.000, 0.000, 0.007, -0.025, 0.052, 0.038, 0.000, 0.017, 0.000, 0.002, 0.006, 0.074, 0.005, 0.002, 0.003, 0.002, 0.003, 0.008, 0.012, 0.000, 0.000, 1.114, 0.014, 0.000, 0.043, 0.001, 0.002, 0.000, 0.003, 0.005, 0.000, 0.147, 0.001, 0.001, 0.000, 0.007, 0.000, 0.102, 0.000, 0.010, 0.030, 0.000, 0.002, 0.005, 0.006, 0.001, 0.001, 0.000, 0.348, 0.001, 0.000, 0.145, -0.002, 0.000, 0.003, 0.006, 0.003, 0.051, 0.001, 0.010, 0.007, 0.021, 0.010, -0.001, 0.000, 0.000, 0.000, 0.450, 0.000, 0.151, -0.004, 0.011, -0.001, 0.000, 0.001, 0.005, 0.030, 0.000, -0.001, 0.000, 0.000, 0.000, 0.028],
  "s_squared": 3.839,
  "gap_ev": [6.82, 5.93],
  "total_charge": 3,
  "spin_multiplicity": 4,
  "e_tot_ev": -60220.584,
  "e_homo_ev": [-16.556, -17.677]
}

# 2
{
  "formula": "C2H6NO2S",
  "method": "ωB97M-V/def2-TZVPD",
  "species": ["C", "N", "O", "S", "H", "H", "C", "H", "O", "H", "H", "H"],
  "positions_angstrom": [[0.569, -0.759, -0.104], [1.859, -0.046, -0.033], [-1.726, -0.103, -0.137], [-3.003, 0.985, 0.311], [-4.037, 0.462, -0.245], [0.345, -1.495, 0.720], [-0.477, 0.338, 0.114], [2.399, -0.414, 0.626], [-0.143, 1.457, 0.411], [1.690, 0.863, 0.385], [0.363, -1.308, -1.070], [2.162, 0.022, -0.978]],
  "lowdin_charge": [-0.021, 0.254, -0.372, 0.951, -0.151, 0.174, -0.567, 0.121, 0.099, 0.158, 0.174, 0.181],
  "gap_ev": 9.51,
  "total_charge": 1,
  "spin_multiplicity": 1,
  "e_tot_ev": -18583.302,
  "smiles": "[NH3+]CC(=O)OS",
  "e_homo_ev": -13.303
}

# 3
{
  "formula": "C25H30N2O3",
  "method": "ωB97M-V/def2-TZVPD",
  "species": ["H", "C", "H", "N", "C", "C", "C", "H", "C", "C", "H", "H", "H", "C", "C", "C", "H", "C", "H", "C", "C", "H", "C", "H", "H", "H", "H", "H", "H", "C", "H", "O", "C", "C", "O", "C", "C", "C", "C", "H", "C", "H", "C", "H", "H", "C", "H", "H", "H", "O", "H", "H", "N", "H", "H", "H", "C", "H", "C", "H"],
  "positions_angstrom": [[-2.962, 2.471, -1.943], [1.736, 2.105, -2.642], [2.553, 2.203, 3.414], [1.869, -0.299, 2.493], [0.196, -2.596, 0.536], [2.850, 3.058, -2.302], [-0.338, -1.081, 3.262], [2.594, 4.107, -2.291], [-1.669, -0.974, 2.884], [-2.918, 1.866, -2.848], [0.118, 0.874, 2.518], [4.289, 1.882, 3.455], [-1.350, -3.866, -0.208], [-1.761, -0.241, -3.538], [-2.526, -2.050, 3.027], [2.273, 2.198, -1.233], [-2.730, -4.085, 3.658], [0.607, 0.084, 3.099], [3.424, 1.856, 1.916], [-0.739, -3.352, 3.945], [-1.217, -0.527, -0.676], [3.036, -0.135, 4.212], [-0.050, -0.263, 0.037], [2.842, 1.362, -0.855], [-3.558, -1.958, 2.722], [3.904, -0.453, 2.690], [0.758, -3.399, 0.987], [-1.595, -1.297, -3.323], [-1.780, 3.505, -3.706], [-1.693, -1.832, -0.746], [-0.373, -4.279, 4.361], [0.140, 3.863, -2.645], [-1.844, 2.420, -3.795], [0.117, -2.276, 3.804], [-1.818, 0.563, -1.230], [0.389, 2.697, -2.903], [-0.980, -2.854, -0.141], [1.949, -0.983, 1.328], [-0.400, 0.456, -3.661], [0.263, 0.052, -2.893], [3.353, 1.612, 2.973], [3.836, 2.836, -2.680], [0.648, -1.287, 0.652], [0.837, 0.492, 4.088], [1.152, -2.366, 4.102], [3.093, 0.118, 3.148], [1.640, 2.682, -0.504], [-2.330, -0.169, -4.466], [-3.891, 1.895, -3.337], [3.010, -1.324, 0.835], [0.301, 0.756, 0.076], [-2.033, -0.048, 2.463], [-0.540, 1.884, -3.472], [-3.494, -0.139, -2.227], [-2.077, 2.163, -4.834], [-2.614, -2.055, -1.264], [-2.573, 0.431, -2.425], [2.001, 1.229, -3.217], [-2.062, -3.243, 3.553], [0.036, 0.240, -4.648]],
  "lowdin_charge": [0.124, -0.188, 0.069, -0.056, -0.026, -0.096, -0.223, 0.103, -0.044, -0.086, 0.125, 0.074, 0.110, -0.102, -0.078, -0.113, 0.100, -0.102, 0.070, -0.081, -0.262, 0.121, 0.046, 0.097, 0.105, 0.116, 0.124, 0.109, 0.121, -0.016, 0.103, 0.058, -0.131, -0.043, -0.018, -0.423, -0.057, -0.422, -0.132, 0.116, -0.062, 0.102, -0.141, 0.135, 0.119, -0.203, 0.105, 0.122, 0.117, 0.073, 0.122, 0.118, -0.047, 0.146, 0.126, 0.114, -0.308, 0.130, -0.090, 0.131],
  "gap_ev": 9.28,
  "total_charge": 0,
  "spin_multiplicity": 1,
  "e_tot_ev": -35534.885,
  "smiles": "CCN(Cc1ccccc1)C(=O)c1cccc(OC2CCN(C(=O)C3CC3)CC2)c1",
  "e_homo_ev": -8.577
}